Molecular formula: C44H55PtSb2
Method: DFT, wB97M-V/def2-TZVPD

```
! wB97M-V def2-TZVPD RIJCOSX def2/J DEFGRID3
* xyz 1 3
Pt 0.20 0.50 -0.23
C 1.67 1.31 1.16
C 2.84 0.90 0.43
C 2.94 1.75 -0.72
C 1.83 2.63 -0.69
C 1.07 2.45 0.49
C 0.23 3.50 1.16
C 1.19 4.36 2.00
C -0.47 4.41 0.13
C -0.81 2.87 2.09
C 4.04 2.08 -1.71
C 4.92 3.15 -1.03
C 4.95 0.93 -2.16
C 3.45 2.70 -3.00
C 3.72 -0.20 1.01
C 3.07 -0.82 2.26
C 5.05 0.41 1.46
C 3.93 -1.36 0.03
H 1.49 1.07 2.19
H 1.64 3.41 -1.41
H 1.96 4.80 1.38
H 1.66 3.75 2.78
H 0.63 5.15 2.48
H 0.27 4.95 -0.46
H -1.08 5.14 0.65
H -1.10 3.83 -0.54
H -0.33 2.37 2.93
H -1.42 2.14 1.54
H -1.46 3.64 2.50
H 5.47 2.73 -0.20
H 4.31 3.97 -0.66
H 5.63 3.54 -1.76
H 5.51 0.52 -1.33
H 5.67 1.31 -2.88
H 4.37 0.14 -2.64
H 3.13 3.72 -2.84
H 2.62 2.11 -3.38
H 4.22 2.73 -3.77
H 3.00 -0.11 3.08
H 3.70 -1.64 2.60
H 2.08 -1.22 2.04
H 4.88 1.32 2.02
H 5.69 0.65 0.61
H 5.59 -0.29 2.09
H 2.98 -1.85 -0.18
H 4.60 -2.10 0.48
H 4.36 -1.05 -0.91
C -1.11 -2.47 -2.36
C -1.16 -1.27 -3.30
C -2.34 -0.35 -3.05
Sb -2.24 0.70 -1.16
C -3.79 2.15 -1.52
C -4.64 1.99 -2.60
C -5.76 2.79 -2.73
C -6.04 3.74 -1.77
C -5.19 3.91 -0.69
C -4.06 3.12 -0.57
C -3.53 -0.46 0.09
C -4.08 -1.67 -0.29
C -4.90 -2.38 0.58
C -5.18 -1.86 1.83
C -4.66 -0.64 2.21
C -3.83 0.06 1.34
Sb 0.12 -2.12 -0.60
C -1.08 -2.48 1.14
C -1.17 -1.48 2.09
C -1.74 -1.73 3.32
C -2.21 -3.00 3.61
C -2.16 -3.99 2.65
C -1.59 -3.74 1.42
C 1.06 -4.06 -0.40
C 1.75 -4.35 0.76
C 2.20 -5.63 1.01
C 1.95 -6.65 0.10
C 1.28 -6.36 -1.07
C 0.84 -5.07 -1.33
H -0.64 -3.30 -2.89
H -2.10 -2.79 -2.05
H -1.24 -1.63 -4.33
H -0.23 -0.70 -3.24
H -3.27 -0.91 -3.09
H -2.36 0.42 -3.82
H -4.44 1.24 -3.35
H -6.42 2.65 -3.57
H -6.93 4.35 -1.86
H -5.40 4.66 0.06
H -3.39 3.26 0.27
H -3.89 -2.07 -1.28
H -5.31 -3.33 0.27
H -5.82 -2.41 2.50
H -4.89 -0.23 3.18
H -3.42 1.01 1.65
H -0.77 -0.49 1.85
H -1.81 -0.95 4.06
H -2.60 -3.21 4.60
H -2.55 -4.98 2.88
H -1.52 -4.52 0.67
H 1.94 -3.57 1.49
H 2.74 -5.85 1.92
H 2.27 -7.66 0.31
H 1.09 -7.14 -1.80
H 0.33 -4.88 -2.26
*
```

Summary:
HOMO (spin up / spin down) = -9.3797 / -10.9629 eV
Orbital gap (spin up / spin down) = 7.106 / 6.278 eV
<S²> = 2.02

---

Molecular formula: C44H56As2MoN6O4S2
Method: DFT, wB97M-V/def2-TZVPD

```
! wB97M-V def2-TZVPD RIJCOSX def2/J DEFGRID3
* xyz 2 3
Mo -0.34 0.30 0.57
N 0.58 1.97 1.84
C -0.06 2.41 3.09
C -1.47 2.87 2.77
N -2.19 1.91 1.92
C -3.06 1.02 2.70
C -2.31 -0.20 3.18
N -1.74 -0.90 2.01
C -2.94 2.65 0.88
C -2.00 3.02 -0.25
N -1.50 1.76 -0.82
H 1.53 1.67 2.04
H 0.67 2.75 1.19
H 0.48 3.25 3.54
H -0.06 1.59 3.79
H -1.41 3.83 2.25
H -2.01 3.05 3.71
H -3.88 0.68 2.06
H -3.51 1.54 3.55
H -3.00 -0.84 3.72
H -1.49 0.07 3.86
H -2.53 -1.28 1.48
H -1.22 -1.70 2.33
H -3.42 3.55 1.30
H -3.73 2.01 0.49
H -1.15 3.60 0.11
H -2.53 3.62 -0.99
H -0.74 1.95 -1.47
H -2.24 1.33 -1.35
O 1.91 -2.36 -3.08
S 2.46 -2.54 -1.77
O 3.67 -1.83 -1.46
O 2.25 -3.78 -1.11
S 0.95 -1.31 -0.54
C 1.62 -0.47 4.18
As 1.41 -0.93 2.27
C 3.20 -0.46 1.70
C 1.53 -2.91 2.32
C 2.44 -3.42 3.38
C 3.80 -3.59 3.13
C 4.65 -4.06 4.12
C 4.15 -4.38 5.37
C 2.79 -4.23 5.63
C 1.95 -3.75 4.64
H 2.44 -1.07 4.56
H 0.73 -0.68 4.76
H 1.89 0.59 4.30
H 3.91 -0.78 2.45
H 3.30 0.62 1.56
H 3.42 -0.94 0.75
H 1.88 -3.18 1.32
H 0.53 -3.32 2.45
H 4.19 -3.36 2.14
H 5.70 -4.20 3.91
H 4.81 -4.76 6.14
H 2.39 -4.50 6.60
H 0.89 -3.64 4.85
C -6.54 -1.69 0.39
C -6.09 -0.49 -0.15
C -4.77 -0.36 -0.53
C -3.89 -1.43 -0.40
C -4.34 -2.63 0.14
C -5.67 -2.76 0.53
As -2.02 -1.24 -0.99
C -2.29 -0.94 -2.88
C -2.78 0.18 -3.54
C -2.98 0.15 -4.91
C -2.68 -1.00 -5.62
C -2.21 -2.13 -4.97
C -2.02 -2.12 -3.59
C -1.60 -3.28 -2.78
C -1.24 -4.53 -3.27
C -0.89 -5.54 -2.39
C -0.89 -5.32 -1.02
C -1.23 -4.07 -0.52
C -1.59 -3.07 -1.40
H -7.58 -1.79 0.68
H -6.78 0.34 -0.27
H -4.43 0.57 -0.98
H -3.67 -3.47 0.23
H -6.03 -3.70 0.93
H -3.04 1.09 -3.00
H -3.37 1.02 -5.42
H -2.84 -1.03 -6.69
H -2.01 -3.03 -5.53
H -1.22 -4.71 -4.33
H -0.61 -6.51 -2.77
H -0.60 -6.11 -0.34
H -1.19 -3.88 0.55
C 4.75 3.64 -3.03
N 3.55 2.84 -2.83
N 2.75 3.03 -1.72
C 1.94 1.88 -1.59
O 1.06 1.82 -0.67
C 2.28 1.03 -2.64
C 3.30 1.63 -3.35
C 4.07 1.09 -4.50
C 2.26 4.34 -1.44
C 1.96 4.70 -0.13
C 1.40 5.94 0.14
C 1.17 6.84 -0.89
C 1.50 6.50 -2.19
C 2.04 5.25 -2.47
H 4.63 4.60 -2.54
H 4.90 3.80 -4.10
H 5.63 3.14 -2.63
H 1.84 0.09 -2.90
H 3.64 0.14 -4.81
H 5.11 0.93 -4.22
H 4.04 1.79 -5.34
H 2.21 4.02 0.67
H 1.16 6.21 1.16
H 0.73 7.81 -0.68
H 1.34 7.19 -3.00
H 2.27 4.97 -3.50
*
```

Summary:
HOMO (spin up / spin down) = -12.5668 / -12.6840 eV
Orbital gap (spin up / spin down) = 6.925 / 6.840 eV
<S²> = 2.03

---

Molecular formula: C44H56CrN8O3P2
Method: DFT, wB97M-V/def2-TZVPD

```
! wB97M-V def2-TZVPD RIJCOSX def2/J DEFGRID3
* xyz 3 2
Cr 0.07 -0.80 0.01
C -4.19 0.75 -1.25
N -3.94 -0.66 -1.53
C -5.02 -1.35 -2.23
C -2.83 -1.25 -1.12
O -1.94 -0.63 -0.49
C -2.65 -2.73 -1.45
O -1.61 -3.21 -0.64
C -0.74 -4.14 -1.25
C 0.54 -3.42 -1.70
O 0.65 -2.19 -1.50
N 1.48 -4.11 -2.31
C 2.71 -3.44 -2.77
C 1.43 -5.54 -2.57
H -4.59 1.23 -2.13
H -4.91 0.85 -0.43
H -3.25 1.24 -0.99
H -5.38 -0.71 -3.04
H -4.71 -2.29 -2.66
H -5.86 -1.52 -1.55
H -3.56 -3.28 -1.24
H -2.41 -2.82 -2.52
H -0.50 -4.90 -0.51
H -1.21 -4.63 -2.10
H 2.57 -2.37 -2.74
H 3.55 -3.73 -2.13
H 2.92 -3.76 -3.79
H 0.54 -6.00 -2.15
H 1.44 -5.72 -3.64
H 2.31 -6.02 -2.13
C 1.44 -4.37 4.06
N 0.58 -3.93 2.95
C -0.80 -4.36 3.09
C 0.86 -2.92 2.11
N -0.03 -2.23 1.48
N 2.21 -2.66 1.89
C 2.76 -1.63 1.17
N 4.10 -1.56 1.22
N 2.03 -0.80 0.47
H 1.43 -5.45 4.12
H 1.08 -3.96 5.00
H 2.48 -4.06 3.95
H -0.81 -5.37 3.51
H -1.29 -4.41 2.12
H -1.38 -3.71 3.75
H -0.98 -2.45 1.76
H 2.86 -3.27 2.35
H 4.64 -2.11 1.86
H 4.58 -0.82 0.75
H 2.62 -0.13 -0.01
C -0.91 2.50 0.72
N 0.15 3.20 0.04
C 1.17 2.45 -0.64
P 0.53 0.98 -1.57
C -0.72 1.63 -2.71
C -1.47 0.72 -3.45
C -2.36 1.17 -4.41
C -2.53 2.53 -4.62
C -1.80 3.44 -3.87
C -0.90 3.00 -2.91
C 1.97 0.61 -2.63
C 1.79 0.03 -3.89
C 2.87 -0.28 -4.69
C 4.17 -0.02 -4.25
C 4.36 0.55 -3.00
C 3.28 0.86 -2.20
C 0.40 4.57 0.32
C 1.70 5.07 0.37
C 1.92 6.42 0.61
C 0.85 7.28 0.82
C -0.44 6.78 0.79
C -0.67 5.44 0.53
P -0.45 0.92 1.60
C -1.94 0.64 2.62
C -1.85 0.10 3.91
C -3.00 -0.12 4.66
C -4.25 0.19 4.14
C -4.34 0.72 2.86
C -3.20 0.94 2.10
C 0.87 1.35 2.77
C 1.50 0.32 3.47
C 2.47 0.59 4.42
C 2.83 1.91 4.68
C 2.23 2.94 3.97
C 1.25 2.67 3.02
H -1.69 2.19 0.01
H -1.36 3.16 1.46
H 1.94 2.07 0.06
H 1.67 3.10 -1.36
H -1.33 -0.34 -3.29
H -2.92 0.45 -5.00
H -3.22 2.88 -5.38
H -1.93 4.50 -4.03
H -0.34 3.73 -2.34
H 0.79 -0.17 -4.26
H 2.71 -0.71 -5.67
H 5.01 -0.24 -4.89
H 5.37 0.77 -2.67
H 3.46 1.35 -1.25
H 2.55 4.42 0.23
H 2.93 6.80 0.64
H 1.03 8.33 1.01
H -1.28 7.45 0.94
H -1.69 5.08 0.47
H -0.89 -0.12 4.35
H -2.91 -0.52 5.66
H -5.14 0.03 4.73
H -5.31 0.99 2.46
H -3.30 1.36 1.12
H 1.20 -0.70 3.28
H 2.94 -0.21 4.98
H 3.58 2.13 5.43
H 2.50 3.97 4.18
H 0.79 3.49 2.50
*
```

Summary:
HOMO (spin up / spin down) = -14.1426 / -14.1428 eV
Orbital gap (spin up / spin down) = 5.356 / 5.895 eV
<S²> = 0.77

---

Molecular formula: C44H56MgN6PSi
Method: DFT, wB97M-V/def2-TZVPD

```
! wB97M-V def2-TZVPD RIJCOSX def2/J DEFGRID3
* xyz 1 1
Mg 0.64 0.98 1.17
C 5.03 1.58 0.04
C 3.86 1.11 0.64
N 2.67 1.55 0.25
C 2.63 2.48 -0.71
C 3.80 2.90 -1.33
N 4.99 2.45 -0.96
C 1.29 3.09 -0.97
C 1.09 4.17 -1.81
C -0.16 4.77 -1.87
C -1.16 4.28 -1.04
C -0.90 3.20 -0.23
N 0.30 2.60 -0.22
C -1.89 2.63 0.74
C -3.18 3.12 0.91
N -4.03 2.57 1.76
C -3.61 1.52 2.45
C -2.32 1.01 2.29
N -1.48 1.57 1.43
C -0.41 5.92 -2.77
C 0.11 5.95 -4.05
C -0.16 7.04 -4.86
N -0.88 8.08 -4.46
C -1.38 8.05 -3.23
C -1.18 7.00 -2.35
H 6.00 1.24 0.37
H 3.89 0.39 1.44
H 3.78 3.62 -2.14
H 1.91 4.58 -2.39
H -2.14 4.74 -1.05
H -3.53 3.98 0.35
H -4.30 1.07 3.15
H -1.96 0.16 2.86
H 0.70 5.12 -4.44
H 0.23 7.08 -5.87
H -1.96 8.91 -2.92
H -1.59 7.04 -1.35
C 3.02 1.09 4.16
Si 1.24 0.74 3.64
C 0.17 1.79 4.79
C 0.93 -1.06 4.18
C -0.08 -1.43 5.08
C -0.25 -2.75 5.49
C 0.61 -3.74 5.02
C 1.62 -3.40 4.14
C 1.76 -2.08 3.71
H 3.10 1.19 5.24
H 3.40 2.02 3.71
H 3.69 0.28 3.86
H 0.46 1.67 5.84
H -0.90 1.53 4.72
H 0.26 2.85 4.54
H -0.74 -0.67 5.50
H -1.04 -3.01 6.18
H 0.49 -4.76 5.36
H 2.30 -4.16 3.78
H 2.56 -1.84 3.01
C -2.08 -4.96 1.40
C -0.60 -5.10 1.00
C 0.05 -3.74 0.68
C -0.95 -2.81 0.01
C -2.11 -2.49 1.00
C -2.32 -3.60 2.04
P -0.22 -1.23 -0.60
C -1.37 -0.71 -1.97
C -2.63 0.03 -1.48
C -3.55 0.34 -2.65
C -4.13 -0.96 -3.25
C -3.26 -2.17 -2.90
C -1.77 -1.83 -2.97
C 1.32 -1.65 -1.54
C 1.29 -2.86 -2.51
C 2.68 -3.46 -2.74
C 3.72 -2.35 -2.81
C 3.84 -1.62 -1.46
C 2.55 -1.77 -0.63
H -2.36 -5.77 2.08
H -2.72 -5.07 0.52
H -0.51 -5.76 0.13
H -0.03 -5.58 1.80
H 0.92 -3.91 0.04
H 0.42 -3.27 1.59
H -1.36 -3.32 -0.87
H -3.04 -2.35 0.43
H -1.91 -1.55 1.51
H -3.33 -3.53 2.45
H -1.63 -3.46 2.87
H -0.78 0.04 -2.50
H -2.33 0.95 -0.98
H -3.17 -0.56 -0.73
H -2.98 0.88 -3.41
H -4.36 1.00 -2.34
H -4.21 -0.87 -4.33
H -5.15 -1.12 -2.88
H -3.48 -3.00 -3.58
H -3.51 -2.54 -1.90
H -1.53 -1.51 -3.99
H -1.20 -2.74 -2.80
H 1.47 -0.73 -2.12
H 0.89 -2.52 -3.47
H 0.61 -3.63 -2.15
H 2.68 -4.05 -3.66
H 2.94 -4.15 -1.93
H 3.43 -1.64 -3.59
H 4.70 -2.74 -3.11
H 4.04 -0.57 -1.63
H 4.68 -2.02 -0.89
H 2.52 -1.03 0.17
H 2.55 -2.74 -0.12
*
```

Summary:
HOMO = -9.6122 eV
Orbital gap = 5.701 eV